A single C6H7NS molecule, computed with ωB97M-V/def2-TZVPD.

Output
- SMILES string = CC1=C(C)C(=S)C=N1
- largest force on an atom (eV/Å) = 4.9
- frontier orbital gap (eV) = 7.47
- ΔE to the lowest compared entry with this formula, charge and spin (eV) = 2.861
- DFT total energy (eV) = -18657.8884
- LUMO level (eV) = -1.58

ORCA input file:
```
! wB97M-V def2-TZVPD RIJCOSX def2/J DEFGRID3
* xyz 0 1
C -2.1826 -0.0783 0.0998
C -0.7400 -0.4317 -0.0439
C 0.4213 0.2707 0.0246
C 0.6961 1.7153 -0.2232
C 1.4988 -0.6906 0.0196
S 3.1058 -0.3074 0.0831
C 0.9054 -2.0559 -0.0601
N -0.3506 -1.9585 -0.1361
H -2.5533 -0.6559 0.9719
H -2.2823 1.0434 0.4871
H -2.8474 -0.4925 -0.6109
H 1.2653 2.0792 0.7673
H -0.2114 2.5138 -0.2075
H 1.5245 1.8250 -0.9253
H 1.7507 -2.7765 -0.2464
*
```

A molecular structure, C4H4Br2Cl2, computed with ωB97M-V/def2-TZVPD.

Output
- largest force on an atom (eV/Å) = 4.5
- frontier orbital gap (eV) = 8.58
- ΔE to the lowest compared entry with this formula, charge and spin (eV) = 1.361
- DFT total energy (eV) = -169340.0124
- LUMO level (eV) = 0.09

ORCA input file:
```
! wB97M-V def2-TZVPD RIJCOSX def2/J DEFGRID3
* xyz 0 1
C 0.3588 0.5719 -0.8952
C 0.5737 -0.2368 0.3367
C -0.5631 1.3513 0.0122
C -0.2962 -1.4241 0.5237
Cl -2.2502 1.2018 -0.0036
Cl 0.0080 2.7852 0.7475
Br 2.0399 0.3070 1.4176
Br 0.4824 -2.9270 -0.5909
H 1.1291 1.0101 -1.4674
H -0.0745 0.1005 -1.7039
H -1.1393 -1.0798 0.0823
H -0.2687 -1.6601 1.5410
*
```

A gas-phase ion, C10H13N2O (charge +1), computed with ωB97M-V/def2-TZVPD.

Output
- largest force on an atom (eV/Å) = 5.0
- frontier orbital gap (spin up / spin down) (eV) = 8.20 / 4.54
- ΔE to the lowest compared entry with this formula, charge and spin (eV) = 2.308
- DFT total energy (eV) = -15596.9030
- LUMO level (spin up / spin down) (eV) = -3.27 / -7.70

ORCA input file:
```
! wB97M-V def2-TZVPD RIJCOSX def2/J DEFGRID3
* xyz 1 3
C 2.5708 1.1396 -0.9478
C 3.4319 0.1940 -0.4626
C 1.3058 0.9073 -0.2363
C 1.5211 -0.2225 0.6260
C -1.1685 1.4784 0.3511
C 0.4554 -0.9362 1.3009
C -2.4711 1.0207 -0.4311
C -0.5813 -1.6909 0.5471
C -2.4752 -0.5187 -0.5891
C 0.1039 1.5303 -0.4312
N 2.7759 -0.6393 0.4320
N -1.0831 -0.9926 -0.5387
O -1.2938 1.9393 1.4642
H 2.5390 1.9946 -1.5680
H 4.3976 -0.1277 -0.6416
H 0.9433 -1.6802 2.0352
H -0.0886 -0.2094 1.8673
H -3.2983 1.3894 0.0288
H -2.4517 1.5310 -1.4637
H -0.3095 -2.6556 0.3080
H -1.5406 -1.8946 1.2189
H -3.0234 -0.7771 0.2249
H -2.9094 -0.7988 -1.5263
H -0.1396 2.2802 -1.1985
H 3.4784 -1.0492 1.0522
H -0.6892 -1.2121 -1.4217
*
```

13 unconnected molecules or ions with the total composition H25O13, computed with ωB97M-V/def2-TZVPD.

Output
- largest force on an atom (eV/Å) = 10.2
- frontier orbital gap (eV) = 9.02
- ΔE to the lowest compared entry with this formula, charge and spin (eV) = 5.114
- DFT total energy (eV) = -27022.2617
- LUMO level (eV) = 2.42

ORCA input file:
```
! wB97M-V def2-TZVPD RIJCOSX def2/J DEFGRID3
* xyz -1 1
O -3.8875 -0.2077 -0.7872
H -2.1031 -3.2581 -0.7490
H 0.1291 1.5731 -3.4856
O -0.1764 -0.8717 -3.0006
H -0.2202 -1.4519 -2.1373
H -3.1872 -2.9091 -1.6952
O -0.5822 1.9881 -3.9658
H -1.2682 1.5009 -3.6463
O -1.5247 2.5841 1.6944
H -1.9093 3.2607 1.3913
H -1.1591 1.9335 1.1433
O -1.4250 -2.2710 1.8167
H 0.8606 0.9903 2.8398
H -1.5476 -1.5672 2.4364
O -1.1553 3.9213 -1.8175
H -0.6282 3.6817 -1.1776
H -0.7718 3.6121 -2.6829
O 2.7487 -1.6460 1.3746
H 2.9298 -2.3236 0.7411
H -3.6662 0.0166 -1.5877
O -2.3123 -2.9649 -1.5655
H -0.8435 -1.8541 1.1660
H 0.4772 -0.0913 1.9645
O 0.8680 0.0177 2.9529
H 2.1070 -0.9374 0.9709
H -1.0232 -1.0978 -3.5180
O 4.1467 1.3963 0.7902
H 3.8429 0.6060 0.3872
H 3.4270 2.0614 0.7153
O 1.3248 -3.6312 2.5397
H 0.3416 -3.8050 2.4599
H 1.3425 -2.7495 2.8025
O 0.4689 -0.4409 0.2357
H 1.0621 -0.9908 -0.1457
H -3.2862 0.3859 -0.2693
O 1.7738 2.0707 -0.0616
H 1.6653 2.7764 0.6191
H 1.2888 1.0803 -0.1918
*
```

A molecular structure, C8H17ClFeNO5, computed with ωB97M-V/def2-TZVPD.

Output
- largest force on an atom (eV/Å) = 5.9
- frontier orbital gap (spin up / spin down) (eV) = 8.04 / 3.00
- DFT total energy (eV) = -67198.1640
- LUMO level (spin up / spin down) (eV) = -4.87 / -8.73

ORCA input file:
```
! wB97M-V def2-TZVPD RIJCOSX def2/J DEFGRID3
* xyz 1 5
Fe -0.9718 -1.7173 -3.3828
Cl -0.4473 -0.5015 -1.3692
C 2.4445 1.1322 0.9801
O 1.8268 1.5804 -0.2420
H 3.4204 1.6075 1.0193
H 1.8146 1.4174 1.8226
H 2.5775 0.0511 0.9508
H 1.2616 0.9106 -0.6307
C -0.4849 -4.8941 1.9285
C 0.5538 -3.8864 1.4386
C 0.3197 -2.4939 1.9668
O 1.6093 -2.0376 2.3606
C 2.4837 -3.0748 2.3287
O 3.6246 -3.0214 2.6123
O 1.8621 -4.2011 1.8848
H -0.3321 -5.0877 2.9931
H -0.3235 -5.8726 1.4699
H -1.5028 -4.5746 1.7211
H 0.5367 -3.9347 0.3460
H -0.3283 -2.4433 2.8466
H -0.1226 -1.8370 1.2162
C -0.2220 2.9628 -2.2252
O 0.4422 3.2377 -3.1899
N -1.4709 3.5377 -2.0282
C -2.0297 4.4960 -2.9451
C -2.3109 3.1012 -0.9447
H 0.0362 2.2591 -1.4285
H -2.4169 5.3354 -2.3588
H -2.9090 4.0950 -3.4581
H -1.3201 4.8611 -3.6794
H -2.5957 3.9697 -0.3449
H -3.2197 2.6470 -1.3485
H -1.8057 2.3763 -0.3099
*
```

10 unconnected molecules or ions with the total composition ClH18O9, computed with ωB97M-V/def2-TZVPD.

Output
- largest force on an atom (eV/Å) = 0.4
- frontier orbital gap (eV) = 10.37
- ΔE to the lowest compared entry with this formula, charge and spin (eV) = 0.101
- DFT total energy (eV) = -31246.6526
- LUMO level (eV) = 3.09

ORCA input file:
```
! wB97M-V def2-TZVPD RIJCOSX def2/J DEFGRID3
* xyz -1 1
Cl -14.0693 17.1694 -7.5861
O -16.5840 18.8217 -9.0721
H -16.4265 19.5715 -9.6549
H -15.7207 18.3788 -9.0550
O -14.3940 18.4202 -3.8459
H -14.0415 18.7713 -4.6731
H -15.1165 17.8355 -4.1319
O -10.8562 16.8335 -7.4162
H -11.8306 16.8856 -7.3495
H -10.5571 17.7094 -7.1561
O -12.9792 16.3985 -11.0019
H -12.7887 15.5073 -10.6965
H -13.3607 16.8352 -10.2266
O -16.6587 15.0523 -8.2821
H -15.9894 15.7305 -8.0916
H -16.6880 14.5252 -7.4784
O -16.1772 16.3797 -5.0129
H -15.9022 15.7667 -4.3209
H -15.4442 16.3458 -5.6519
O -14.2274 20.3492 -6.5434
H -15.1892 20.3442 -6.4923
H -14.0386 19.6136 -7.1409
O -13.6116 13.9083 -7.5574
H -13.3003 13.7363 -8.4494
H -13.7658 14.8726 -7.5388
O -13.7466 19.2555 -10.1836
H -13.0031 19.1200 -10.7811
H -13.4952 18.7894 -9.3719
*
```

A molecular structure, C12H23GaN2O2P2, computed with ωB97M-V/def2-TZVPD.

Output
- largest force on an atom (eV/Å) = 4.1
- frontier orbital gap (spin up / spin down) (eV) = 6.93 / 5.54
- ΔE to the lowest compared entry with this formula, charge and spin (eV) = 5.590
- DFT total energy (eV) = -90826.8121
- LUMO level (spin up / spin down) (eV) = -8.69 / -9.26

ORCA input file:
```
! wB97M-V def2-TZVPD RIJCOSX def2/J DEFGRID3
* xyz 2 1
Ga -0.4180 0.1868 0.7377
P -0.8368 2.2846 -0.4184
C -1.0783 1.2865 -1.8476
C -0.0099 0.3178 -2.0921
N 0.5189 -0.2732 -0.9920
C 1.5333 -1.1504 -1.0150
C 2.1212 -1.4467 -2.2464
C 1.6004 -0.8623 -3.4011
C 0.5196 0.0099 -3.3368
C 2.0038 -1.7808 0.2948
P 0.7355 -1.5994 1.6081
H 0.0991 0.4974 -4.1945
H 2.9638 -2.1572 -2.2486
H 2.0541 -1.1117 -4.3773
H 2.2166 -2.8530 0.1219
H 2.9394 -1.2810 0.6228
H -2.1555 0.3924 -1.3134
H -1.4950 1.7931 -2.7342
H -3.0080 -0.9654 1.2809
O -2.2652 -0.2491 -0.5744
H -2.2946 -1.2311 -0.6844
H -1.3817 -0.3927 2.0000
O -2.7172 -1.0862 2.1768
H -3.2051 -0.2633 2.6245
C -0.1398 -3.1811 1.6427
H 0.5716 -3.9884 1.8618
H -0.9125 -3.1668 2.4213
H -0.6076 -3.3806 0.6697
C 1.6497 -1.4254 3.1659
H 0.9331 -1.5161 3.9991
H 2.4177 -2.2155 3.2515
H 2.1238 -0.4317 3.2051
C 0.5176 3.3922 -0.8359
H 0.1457 4.1189 -1.5763
H 0.8432 3.8946 0.0847
H 1.3527 2.8099 -1.2524
C -2.3526 3.2462 -0.1332
H -2.2317 3.8135 0.8109
H -2.4680 3.9435 -0.9855
H -3.2254 2.5689 -0.0625
N 1.9016 2.0482 2.1267
C 1.0403 1.4047 1.6149
*
```

11 unconnected molecules or ions with the total composition C38H72Cl4O27, computed with ωB97M-V/def2-TZVPD.

Output
- SMILES string = CCOC(=O)OC.CCOC(=O)OC.CCOC(=O)OC.CCOC(=O)OC.CCOC(=O)OC.CCOC(=O)OC.CCOC(=O)OC.O=C1OCCO1.O=C1OCCO1.ClCCCl.ClCCCl
- largest force on an atom (eV/Å) = 6.9
- frontier orbital gap (eV) = 10.30
- ΔE to the lowest compared entry with this formula, charge and spin (eV) = 0.000
- DFT total energy (eV) = -145941.8203
- LUMO level (eV) = -0.04

ORCA input file:
```
! wB97M-V def2-TZVPD RIJCOSX def2/J DEFGRID3
* xyz 0 1
C -1.0333 4.3270 7.3151
C -0.1656 4.1461 6.0857
O 0.7789 5.1592 6.0107
C 1.3618 5.6228 4.9067
O 1.2292 5.2009 3.7467
O 1.9180 6.7586 5.1204
C 2.5548 7.5400 4.1325
H -1.5548 5.2841 7.3000
H -0.5548 4.2964 8.2940
H -1.8166 3.5695 7.3418
H -0.7349 4.1670 5.1565
H 0.4382 3.2394 6.1244
H 3.3986 8.0208 4.6275
H 1.8093 8.2233 3.7257
H 3.1063 6.9887 3.3710
C 3.1144 5.1544 -3.6714
C 4.0257 5.4210 -4.9040
O 5.2680 6.0963 -4.4991
C 6.2727 6.2081 -5.3986
O 6.1865 5.9123 -6.6005
O 7.3994 6.5345 -4.6730
C 8.6772 6.3110 -5.1561
H 2.8102 6.0447 -3.1209
H 3.5883 4.4597 -2.9780
H 2.1468 4.7224 -3.9269
H 3.5264 5.9918 -5.6869
H 4.4158 4.5230 -5.3830
H 9.4149 6.7134 -4.4618
H 8.8022 6.6792 -6.1744
H 9.0259 5.2809 -5.2303
C -4.3132 5.8704 1.3565
C -3.7503 6.9235 2.2870
O -4.8769 7.3016 3.0616
C -4.6812 7.7792 4.2908
O -3.5893 8.1369 4.6903
O -5.8667 7.8410 5.0401
C -5.8842 8.3972 6.3882
H -5.2934 6.1331 0.9586
H -4.3787 4.8617 1.7642
H -3.6683 5.8053 0.4803
H -3.1690 7.6246 1.6880
H -3.0421 6.4160 2.9419
H -4.9521 8.8965 6.6529
H -5.9439 7.5731 7.0991
H -6.6703 9.1500 6.3294
C 4.4985 1.0165 8.1945
C 4.9376 0.3006 6.8428
O 4.4633 -1.0200 6.7154
C 4.3850 -1.7319 5.6163
O 4.8207 -1.4028 4.5153
O 3.7599 -2.8493 5.9602
C 3.8366 -3.9765 5.0687
H 4.8956 2.0298 8.2545
H 4.8919 0.4831 9.0598
H 3.4206 1.1609 8.2680
H 6.0244 0.3367 6.7678
H 4.5735 0.8569 5.9791
H 2.8750 -3.9325 4.5573
H 3.8185 -4.9389 5.5800
H 4.6492 -4.0076 4.3430
C -0.1368 -7.0950 -8.1924
C 0.7956 -7.0027 -6.9000
O 2.1593 -6.7711 -7.1638
C 3.0375 -7.7508 -7.4211
O 4.2376 -7.5195 -7.4410
O 2.4145 -8.9491 -7.5825
C 3.2289 -10.0889 -7.8257
H -0.0706 -6.1317 -8.6981
H -1.1396 -7.2412 -7.7909
H 0.1572 -7.9140 -8.8487
H 0.7453 -7.9089 -6.2964
H 0.4634 -6.1749 -6.2734
H 3.6861 -10.1094 -8.8149
H 2.5176 -10.9116 -7.7535
H 3.9561 -10.2833 -7.0373
C -6.4723 2.4736 -6.9485
C -5.0411 2.7859 -7.6281
O -4.1272 1.7028 -7.3435
C -2.8205 1.9152 -7.2826
O -2.2132 2.9933 -7.2625
O -2.2047 0.6315 -7.1102
C -0.7690 0.5234 -7.2326
H -7.1840 3.2941 -7.0391
H -6.2445 2.1895 -5.9211
H -6.8860 1.6074 -7.4649
H -4.7364 3.6805 -7.0850
H -5.0326 2.7628 -8.7178
H -0.4442 -0.5171 -7.2327
H -0.2368 1.0557 -6.4443
H -0.3954 1.0211 -8.1275
C 1.1643 -1.0493 12.5021
C -0.0305 -1.8878 12.2451
O -0.4440 -1.6006 10.9277
C -1.2682 -2.4317 10.3879
O -1.7065 -3.4756 10.8820
O -1.5249 -2.0222 9.1796
C -2.3274 -2.7861 8.3172
H 2.0587 -1.3774 11.9726
H 1.4851 -0.9895 13.5421
H 1.0098 0.0118 12.3064
H -0.8871 -1.6456 12.8742
H 0.1429 -2.9559 12.3765
H -1.9399 -3.7986 8.2044
H -2.4376 -2.4264 7.2941
H -3.3093 -2.7888 8.7904
O -0.3348 -8.2388 -0.8507
C -1.5567 -8.1540 -0.5806
O -2.0815 -8.0936 0.5710
C -3.4261 -7.9748 0.5565
C -3.7699 -7.9666 -0.9165
O -2.5024 -8.0636 -1.5388
H -3.6982 -8.9325 1.0001
H -3.8476 -7.1690 1.1575
H -4.2902 -7.0635 -1.2357
H -4.3818 -8.8264 -1.1891
O -8.9580 -6.5809 -4.1579
C -8.5496 -5.5308 -4.5135
O -8.7099 -4.4285 -3.6967
C -7.9898 -3.3517 -4.3089
C -7.3803 -3.8595 -5.5091
O -7.8430 -5.2152 -5.5699
H -8.7107 -2.5660 -4.5351
H -7.2535 -2.9615 -3.6063
H -6.3172 -3.8779 -5.2693
H -7.7525 -3.3355 -6.3894
Cl 6.3454 0.2204 -7.2562
C 7.6819 -0.0417 -6.0608
C 7.4067 -1.3874 -5.3738
Cl 5.7748 -1.3800 -4.4428
H 7.6862 0.7912 -5.3577
H 8.6068 -0.0582 -6.6374
H 8.1915 -1.6055 -4.6495
H 7.3964 -2.2368 -6.0568
Cl -0.8905 -0.4601 1.4347
C 0.1075 -0.9457 0.0551
C -0.5080 -0.6728 -1.2916
Cl -1.8558 -1.7624 -1.7223
H 0.4521 -1.9725 0.1777
H 1.0552 -0.4145 0.1434
H 0.3330 -0.9044 -1.9453
H -0.8391 0.3443 -1.5015
*
```